(1)
14
Properties=species:S:1:pos:R:3:forces:R:3:mulliken_charge:R:1 method="wB97M-V/def2-TZVPD" homo_lumo_gap_ev="5.605 / 5.607" total_energy_ev=-18830.451 homo_energy_ev="-8.236 / -8.236" e_above_lowest_ev=2.882
S 2.161 2.899 -0.749 -0.4643 -0.3415 0.3232 -0.37
O 1.596 0.183 -1.071 -0.8074 -2.8433 -0.0823 -0.43
O 0.256 1.489 0.494 -0.6673 -0.3266 0.7996 -0.50
C -0.393 -0.832 0.686 1.1652 0.5457 -1.6916 0.23
C -1.107 -1.891 -0.025 -0.4648 -0.0202 0.4986 -1.04
C -0.794 0.575 0.654 0.0706 0.5123 -0.3470 -0.33
B 1.252 1.211 -0.454 0.8753 3.0446 0.1163 0.41
H -1.565 0.741 -0.115 -0.0028 -0.1669 0.2001 0.28
H -1.097 -2.822 0.541 0.0307 -0.0874 0.0121 0.35
H 3.094 2.377 -1.537 0.1607 -0.1258 -0.1713 0.09
H -0.582 -2.101 -0.965 0.1852 0.1749 0.0428 0.31
H -1.228 0.843 1.632 -0.2079 -0.3360 0.0147 0.29
H -2.128 -1.601 -0.270 0.0304 0.0062 -0.0531 0.35
H 0.535 -1.072 1.181 0.0965 -0.0360 0.3380 0.37

=====

(2)
17
Properties=species:S:1:pos:R:3:forces:R:3:mulliken_charge:R:1 method="wB97M-V/def2-TZVPD" homo_lumo_gap_ev="7.067 / 7.962" total_energy_ev=-151866.645 homo_energy_ev="-8.849 / -9.188" e_above_lowest_ev=3.401
Br -2.574 0.577 -1.620 0.4311 -0.4409 1.1285 -0.10
Br 1.743 0.116 2.502 0.0234 0.1499 0.0688 -0.02
O 2.969 1.692 -1.637 -0.0766 0.1152 0.4032 -0.34
O 4.425 1.798 -0.009 -1.1194 0.1481 -0.3244 -0.38
N 1.012 1.208 1.195 0.4000 -0.7701 0.4569 -0.36
N -2.029 -0.539 -0.112 -1.4347 0.1895 -1.3370 -0.18
N 3.345 1.884 -0.525 1.1596 -0.2783 -0.0369 0.71
C 0.310 0.425 0.228 0.4255 -1.4450 -0.7605 -0.05
C -1.139 0.121 0.783 2.1840 0.1775 -3.0204 -1.19
C -1.769 -1.880 -0.628 2.0250 1.9323 -2.1465 -0.87
H 0.678 -0.699 0.030 0.0570 2.6793 -0.0132 0.30
H -1.171 -2.272 0.114 0.7551 -1.8360 1.8612 0.44
H -1.095 -1.989 -1.563 -0.8139 0.7839 1.1265 0.27
H -2.652 -2.372 -0.904 -1.3297 -0.7876 0.2438 0.33
H -1.461 1.040 1.050 -1.9306 3.0573 0.4156 0.53
H -0.962 -0.277 1.721 -0.1020 -2.1468 1.6834 0.51
H 0.369 1.169 -0.626 -0.6539 -1.5282 0.2508 0.41

=====

(3)
12
Properties=species:S:1:pos:R:3:forces:R:3:mulliken_charge:R:1 method="wB97M-V/def2-TZVPD" homo_lumo_gap_ev="9.089 / 9.090" total_charge=+1 total_energy_ev=-74745.753 homo_energy_ev="-13.403 / -13.403" e_above_lowest_ev=3.148
Br -2.176 -1.487 1.013 0.4618 0.8525 -1.0680 -0.01
N -0.538 -0.799 -1.191 -1.3251 0.7747 -0.4401 -0.25
C 0.554 0.586 1.142 -3.5335 3.1594 -3.5038 0.10
C 0.994 -0.370 1.834 -0.3380 -3.6172 0.7511 -0.50
C -1.344 -0.139 -0.127 1.6161 1.6908 3.6564 -0.61
H -2.047 0.753 -0.343 1.4554 -1.8259 -0.2624 0.38
H -0.221 -1.695 -0.823 0.3135 -0.0248 -0.0382 0.37
H -1.198 -0.978 -1.949 0.3818 -0.3641 -0.6043 0.35
H 0.621 1.695 0.848 0.1519 -2.2065 0.7731 0.35
H 1.863 -0.376 2.430 1.0645 0.5398 0.6723 0.32
H 0.247 -0.210 -1.521 -0.4403 -0.4142 0.2236 0.38
H 0.522 -1.409 1.860 0.1918 1.4355 -0.1597 0.12

=====

(4)
13
Properties=species:S:1:pos:R:3:forces:R:3:mulliken_charge:R:1 method="wB97M-V/def2-TZVPD" homo_lumo_gap_ev=10.672 total_charge=+1 total_energy_ev=-76793.659 homo_energy_ev=-14.187 e_above_lowest_ev=3.768
Br -3.035 -0.333 0.744 0.6491 -0.2958 0.0130 0.02
O 0.708 1.018 -0.849 -0.0387 -1.8080 -1.8101 -0.42
N -0.700 -1.214 -0.691 0.6018 1.3621 -1.4832 -0.33
C -1.176 -0.616 0.548 0.1242 5.1236 -2.7460 -0.41
C 1.265 1.358 0.419 -0.3881 -1.5563 0.8196 -0.19
C -0.194 1.244 0.154 -1.0932 -1.6588 1.1475 -0.04
H -0.853 2.070 -0.124 -0.2892 -0.2849 0.8946 0.31
H 1.715 2.296 0.371 0.6146 1.5261 0.2273 0.28
H 0.191 -0.465 -0.977 -1.2790 -1.6472 0.0710 0.44
H -0.466 -2.146 -0.440 1.0792 -1.1548 -0.2211 0.33
H -0.613 -1.038 1.293 0.6794 -0.8267 2.2972 0.46
H -1.345 -1.333 -1.509 0.2955 0.7412 0.9658 0.36
H 1.899 0.571 0.886 -0.9556 0.4796 -0.1757 0.20

=====

(5)
12
Properties=species:S:1:pos:R:3:forces:R:3:mulliken_charge:R:1 method="wB97M-V/def2-TZVPD" homo_lumo_gap_ev=8.031 total_energy_ev=-81140.590 homo_energy_ev=-8.440 e_above_lowest_ev=3.548
Br -0.791 -2.355 -3.034 0.1867 -0.0157 0.9342 -0.19
Si -0.851 0.663 -0.831 -0.0344 -2.5185 0.1972 0.51
C 0.866 0.539 1.450 0.6631 1.0209 0.3000 -0.61
C -0.349 0.835 0.996 -1.4347 1.9995 1.4025 -0.13
C -1.311 -2.059 -1.101 1.0360 1.6123 -0.8078 -0.73
H 1.246 0.923 2.420 -0.5560 -0.6322 -0.4678 0.23
H 1.645 0.135 0.819 -0.0486 -0.3929 -0.1423 0.24
H -1.016 1.466 1.797 1.2972 -1.7374 -2.2539 0.23
H -0.833 -2.822 -0.428 -0.0910 1.1050 -0.7647 0.28
H -2.353 -2.271 -1.227 -0.6101 0.3194 0.5467 0.28
H -2.187 1.288 -1.143 0.6379 -0.2554 0.0977 -0.08
H 0.271 1.052 -1.849 -1.0460 -0.5050 0.9582 -0.04

=====

(6)
12
Properties=species:S:1:pos:R:3:forces:R:3:mulliken_charge:R:1 method="wB97M-V/def2-TZVPD" homo_lumo_gap_ev=8.118 total_energy_ev=-81140.420 homo_energy_ev=-8.662 e_above_lowest_ev=3.718
Br -2.201 -0.383 2.827 0.4801 -0.1326 -1.3046 -0.22
Si 0.520 0.966 0.659 -1.2126 -3.2236 0.0481 0.53
C 0.982 0.023 -1.842 -0.6059 -0.6508 -3.1933 -0.67
C -1.754 -0.515 0.787 3.8545 1.3640 3.1083 -0.76
C 1.382 -0.150 -0.620 -2.2564 3.0946 1.3818 -0.26
H -1.401 -1.528 0.683 0.3152 -0.1186 -0.1851 0.27
H 0.837 0.429 2.015 -0.0470 0.7200 -0.1593 -0.08
H 2.030 -0.915 -0.490 2.2227 -2.0751 1.0486 0.46
H 1.405 -0.621 -2.642 -0.3633 0.4939 0.3991 0.22
H 0.156 0.660 -2.189 0.5207 0.1085 0.3351 0.22
H 0.748 2.413 0.355 -0.5330 -0.3929 0.1709 -0.07
H -2.705 -0.380 0.458 -2.3750 0.8125 -1.6498 0.35